Here is a molecular structure, C23H17CoN8O4SSe from OMol25. Energies are from ωB97M-V/def2-TZVPD.

Values from the calculation:
electronic energy = -158047.16669 eV
relative energy (zero: lowest compared OMol25 entry of this formula, charge and spin) = 6.73 kcal/mol
HOMO level (spin up / spin down) = -0.303 / -0.303 Ha

Geometry as ORCA input:
```
! RIJCOSX wB97M-V def2-TZVPD def2/J DEFGRID3
* xyz 0 5
Co -0.27 0.02 -0.04
O 3.52 0.49 1.41
C 2.52 0.42 0.73
N 1.24 0.78 1.05
C 0.98 1.49 2.20
O 1.77 1.96 2.98
C -0.50 1.66 2.43
C -0.97 2.26 3.58
C -2.33 2.30 3.80
C -3.18 1.74 2.85
C -2.63 1.17 1.72
N -1.32 1.15 1.50
C 2.61 -0.14 -0.66
C 3.82 -0.57 -1.17
C 3.87 -1.01 -2.49
C 2.70 -0.98 -3.24
C 1.53 -0.56 -2.65
N 1.48 -0.15 -1.37
H -0.25 2.64 4.29
H -2.73 2.75 4.70
H -4.25 1.73 2.99
H -3.26 0.71 0.96
H 4.69 -0.53 -0.53
H 4.79 -1.35 -2.92
H 2.69 -1.29 -4.28
H 0.60 -0.52 -3.20
N 4.17 -5.36 3.38
C 3.01 -4.62 3.22
C 1.76 -5.24 3.27
C 0.60 -4.51 3.06
C 0.69 -3.15 2.80
C 1.93 -2.52 2.76
C 3.08 -3.25 2.96
S -0.76 -2.19 2.56
O -0.65 -1.00 3.34
O -1.91 -3.04 2.73
N -0.66 -1.69 1.00
C -0.85 -2.54 -0.04
N -0.88 -3.87 0.04
C -1.05 -4.51 -1.11
C -1.17 -3.87 -2.34
C -1.10 -2.49 -2.32
N -0.95 -1.82 -1.18
H 4.07 -6.23 3.87
H 4.99 -4.84 3.66
H 1.70 -6.30 3.47
H -0.37 -4.99 3.08
H 1.99 -1.45 2.60
H 4.04 -2.75 2.93
H -1.07 -5.59 -1.05
H -1.31 -4.42 -3.26
H -1.19 -1.90 -3.23
Se -1.69 1.44 -1.37
C -1.57 0.74 -3.07
N -1.50 0.28 -4.13
*
```

***

Here is 20 unconnected molecules or ions with the total composition C9H56NO20 from OMol25. Energies are from ωB97M-V/def2-TZVPD.

Values from the calculation:
electronic energy = -52683.82604 eV
relative energy (zero: lowest compared OMol25 entry of this formula, charge and spin) = 20.31 kcal/mol
HOMO level = -0.134 Ha

Geometry as ORCA input:
```
! RIJCOSX wB97M-V def2-TZVPD def2/J DEFGRID3
* xyz -1 1
C -0.30 2.01 0.13
C 0.82 1.05 0.62
C 0.59 0.65 2.13
C -0.45 -0.45 2.23
C -0.09 -1.67 1.35
C 0.04 -1.29 -0.13
N 0.96 -0.13 -0.24
O 1.33 0.17 -1.57
C -1.34 -1.05 -0.73
C 0.64 -2.50 -0.85
C 2.14 1.83 0.72
H -0.42 2.13 -0.95
H -0.23 2.97 0.63
H -1.23 1.60 0.54
H 0.23 1.55 2.64
H 1.54 0.27 2.52
H -1.49 -0.21 2.01
H -0.60 -0.80 3.26
H -0.96 -2.33 1.47
H 0.73 -2.29 1.72
H -1.32 -0.59 -1.72
H -1.92 -0.29 -0.19
H -2.03 -1.89 -0.75
H 0.94 -2.32 -1.88
H 0.00 -3.38 -0.77
H 1.58 -2.77 -0.36
H 2.99 1.20 0.98
H 2.20 2.70 1.38
H 2.35 2.26 -0.26
O 3.76 -1.50 -0.32
H 2.99 -0.96 -0.57
H 4.45 -0.86 -0.12
O 1.03 -5.88 -0.38
H 1.82 -5.32 -0.35
H 1.14 -6.41 -1.18
O -2.15 2.67 2.92
H -2.69 3.21 2.33
H -1.55 2.20 2.33
O 3.85 -5.10 -0.51
H 4.76 -5.14 -0.81
H 3.66 -4.15 -0.45
O -4.41 -2.17 -2.35
H -4.32 -2.71 -1.55
H -5.35 -1.99 -2.42
O 1.64 5.06 -0.25
H 1.41 5.29 0.66
H 0.79 5.05 -0.73
O -4.05 2.06 0.25
H -3.48 1.98 -0.53
H -4.83 1.55 0.03
O -3.51 -0.01 3.50
H -3.06 -0.58 4.14
H -3.67 0.80 3.97
O -3.41 0.44 -2.95
H -3.57 -0.50 -2.77
H -4.14 0.71 -3.52
O 2.96 -1.66 3.80
H 3.83 -1.38 4.10
H 2.50 -0.84 3.58
O -0.49 0.26 -3.87
H -1.41 0.07 -3.63
H 0.03 0.01 -3.07
O -1.94 1.34 5.58
H -1.03 1.05 5.61
H -2.11 1.55 4.66
O 3.91 1.65 -2.27
H 3.25 1.18 -1.73
H 3.81 1.27 -3.15
O -1.83 -5.68 0.24
H -2.22 -5.13 -0.44
H -1.07 -6.09 -0.19
O -0.80 5.43 -1.40
H -1.36 4.80 -1.87
H -1.39 6.11 -1.08
O -4.36 -1.58 1.12
H -4.25 -1.01 1.89
H -3.46 -1.74 0.81
O 3.36 -1.14 -3.49
H 3.80 -1.65 -2.80
H 2.51 -0.90 -3.10
O 0.69 2.77 -3.51
H 1.02 2.93 -2.62
H 0.16 1.95 -3.43
O 4.33 4.22 -0.47
H 4.32 3.60 -1.21
H 3.39 4.43 -0.33
*
```